ORCA calculation (ωB97M-V/def2-TZVPD) on the molecule C7H11ClFIO in a non-equilibrium geometry.

Geometry (Å):
I -3.20681 1.31478 -0.12827
Cl -1.80295 -3.25801 0.83055
F -1.77695 -1.96034 -1.36574
O -0.78864 0.39788 1.28078
C -0.02406 0.27162 0.07281
C 0.18547 -1.36902 -0.17302
C 0.93344 -1.57640 -1.48054
C -1.18410 -1.95195 -0.20590
C -2.08300 0.05441 1.15716
C 1.23942 1.03759 0.32767
C 0.94411 2.58700 0.46833
H 0.80288 3.32846 -0.45941
H 0.71839 -0.74564 -2.16377
H 0.56345 -2.45696 -1.96594
H -2.67948 -0.27362 2.11474
H 1.83718 3.07207 0.94251
H 2.06857 -1.80612 -1.30176
H 1.79303 0.79077 1.24469
H -0.44957 0.59683 -0.80901
H 2.02928 0.84514 -0.38425
H 0.75224 -1.67180 0.82597
H 0.12812 2.77330 1.17239

Calculated values
Maximum force ... 4.29 eV Å⁻¹
Net charge ... 0
HOMO level (spin up / spin down) ... -7.80 / -7.72 eV
LUMO (spin up / spin down) ... 0.13 / 0.31 eV
Relative energy (zero: lowest compared OMol25 entry of this formula, charge and spin) ... 43.7 kJ/mol
Electronic energy ... -32821.232 eV

---

ORCA calculation (ωB97M-V/def2-TZVPD) on the molecule C7H11ClSi in a non-equilibrium geometry.

Geometry (Å):
Cl 0.19823 -2.70008 -3.72946
Si -0.42788 0.54554 1.36480
C 0.73467 0.67633 -1.84043
C 0.87695 -0.12862 -2.96219
C -0.26778 0.20726 -0.92428
C 1.44588 0.87459 1.87880
C 0.05978 -1.28633 -2.79898
C -1.55930 -0.51213 2.42657
C -0.49568 -1.16136 -1.53448
H 1.36550 1.48806 2.76618
H 1.66496 -0.12948 -3.65277
H 1.32697 1.65287 -1.78795
H -1.24034 0.87994 -1.05028
H 1.76097 -0.09397 2.28855
H -1.78359 0.19856 3.19558
H -1.12129 -1.95011 -1.10509
H -1.22482 -1.35656 2.92314
H -2.47841 -0.55326 1.86756
H 2.02816 1.44665 1.16217
H -0.86298 1.90210 1.51255

Calculated values
Maximum force ... 4.34 eV Å⁻¹
Net charge ... 0
HOMO level ... -7.97 eV
LUMO ... 0.57 eV
Relative energy (zero: lowest compared OMol25 entry of this formula, charge and spin) ... 181.6 kJ/mol
Electronic energy ... -27834.543 eV
Structure (SMILES) ... C[SiH](C)[C@H]1C=CC(Cl)=C1

---

ORCA calculation (ωB97M-V/def2-TZVPD) on a structure of composition C7H11CuO5 in a non-equilibrium geometry.

Geometry (Å):
Cu 0.94587 -1.57047 0.95093
O -0.42953 -2.09368 -0.30069
O 1.77613 0.30729 0.84577
O -0.81118 -1.10356 2.19007
O -1.30445 -0.02640 -3.27480
O -0.80337 0.80823 -0.57428
C -1.74238 -1.03864 1.41051
C 1.46755 1.35399 -0.05357
C -1.58819 -1.45617 -0.04089
C -1.87126 -0.54128 -2.34313
C 0.50004 0.89162 -1.11354
C 2.66079 0.68441 1.87852
C -1.75853 -0.15483 -0.89034
H 1.04539 2.20196 0.51179
H 3.64270 0.20808 1.72978
H -2.74488 0.28584 -0.64830
H -2.71856 -0.61432 1.72950
H 2.79061 1.77745 1.91207
H -2.49918 -1.44686 -2.50621
H 2.39385 1.69440 -0.54702
H 0.81437 -0.07930 -1.51695
H 0.51165 1.62521 -1.93266
H 2.23602 0.34275 2.83001
H -2.51345 -2.05571 -0.24656

Calculated values
Maximum force ... 1.16 eV Å⁻¹
Net charge ... 0
HOMO level ... -8.03 eV
LUMO ... 0.25 eV
Relative energy (zero: lowest compared OMol25 entry of this formula, charge and spin) ... 0.0 kJ/mol
Electronic energy ... -62311.734 eV

---

ORCA calculation (ωB97M-V/def2-TZVPD) on the ion C7H11FN5O with charge +1 in a non-equilibrium geometry.

Geometry (Å):
F 0.28115 1.75015 1.26882
O -4.43359 -0.01226 0.86627
N 0.26754 0.80384 0.26274
N -3.20706 -0.21519 0.29971
N -1.38286 -0.85055 -0.97409
N -5.46167 2.01706 -0.78504
N -2.18598 0.56385 0.83456
C 2.49947 -1.68255 0.82962
C 2.72091 1.46825 -0.14729
C -2.85294 -1.17874 -0.82917
C -4.98430 1.11589 0.04842
C -0.95457 0.20268 0.02525
C 1.47773 0.46802 -0.58044
C 1.90262 -1.11546 -0.59051
H 3.64619 1.14149 -0.82664
H 2.96576 1.36952 0.99635
H 1.19711 0.77234 -1.69971
H 2.49945 -0.82249 1.62413
H 3.64129 -1.99688 0.68648
H -2.21607 1.28736 1.59222
H -3.54483 -1.94288 -1.40110
H 1.06270 -1.84887 -0.97588
H 2.36731 2.56717 -0.34528
H 1.90476 -2.64766 1.20375
H 2.78987 -1.21406 -1.38315

Calculated values
Maximum force ... 12.34 eV Å⁻¹
Net charge ... +1
HOMO level ... -13.63 eV
LUMO ... -5.12 eV
Relative energy (zero: lowest compared OMol25 entry of this formula, charge and spin) ... 692.8 kJ/mol
Electronic energy ... -19632.855 eV
Structure (SMILES) ... CC[C@H](C)N(F)c1ncn(OC#N)[nH+]1

---

ORCA calculation (ωB97M-V/def2-TZVPD) on a structure of composition C7H11FO2Ti in a non-equilibrium geometry.

Geometry (Å):
Ti 2.72352 -1.53511 -1.45884
F -0.42881 1.30681 0.75247
O -1.43583 -0.26722 -0.59002
O -1.64730 1.13836 -2.54328
C -0.82128 0.44248 -1.75781
C -0.37635 -0.16249 0.46781
C -2.25462 -0.56981 2.45907
C -0.67906 -0.80044 1.94720
C 1.74175 1.60727 -1.62423
C 0.80890 0.23464 -1.77254
C 0.93199 -0.70863 -0.39690
H 0.64407 -1.77198 -0.85544
H -2.94762 -0.25144 1.56998
H -0.02142 -0.20201 2.73776
H 1.81057 1.89217 -0.46732
H 1.92788 -0.62939 0.22640
H 2.85141 1.44591 -2.00819
H -2.64820 -1.61687 2.83512
H -2.29532 0.16271 3.38801
H 1.29185 -0.27685 -2.73286
H -0.42654 -1.94769 2.05104
H 1.25041 2.50958 -2.22742

Calculated values
2S+1 ... 2
Maximum force ... 9.68 eV Å⁻¹
Net charge ... +1
HOMO level (spin up / spin down) ... -12.85 / -11.79 eV
LUMO (spin up / spin down) ... -5.67 / -5.15 eV
Relative energy (zero: lowest compared OMol25 entry of this formula, charge and spin) ... 467.3 kJ/mol
⟨S²⟩ ... 0.864
Electronic energy ... -37349.702 eV

---

ORCA calculation (ωB97M-V/def2-TZVPD) on a structure of composition C7H11I3InO2S in a non-equilibrium geometry.

Geometry (Å):
I 2.34858 3.63225 -0.68660
I -1.59617 -0.68633 2.60909
I -2.56852 2.83193 0.92708
In 0.45489 0.33972 -0.87377
S 2.11838 -0.05303 -2.72159
O -3.21629 1.31683 -1.56791
O 2.68587 2.67870 2.01209
C -0.95375 1.93219 -1.61843
C 0.04191 -2.46120 0.60177
C 2.23440 2.29390 1.01260
C -0.73711 -2.54441 1.93520
C -2.34302 1.85144 -1.00905
C -0.63492 -1.61249 -0.51628
C 1.62807 0.88210 0.96089
H -1.71188 -1.43555 -0.36118
H -1.54874 -3.27116 1.81006
H 2.44265 0.15260 1.11330
H 1.46420 -0.78130 -3.66680
H -0.56676 2.92061 -1.31389
H 0.09324 -3.50427 0.22209
H 0.97596 0.81196 1.84726
H -0.54729 -2.14864 -1.48039
H -1.11039 1.90292 -2.70663
H 1.09745 -2.16689 0.74738
H -0.05076 -2.88187 2.72372

Calculated values
Maximum force ... 3.51 eV Å⁻¹
Net charge ... -1
HOMO level ... -5.12 eV
LUMO ... 2.40 eV
Electronic energy ... -51845.069 eV

---

ORCA calculation (ωB97M-V/def2-TZVPD) on a cluster of 2 separate species, C7H11IN2 in total in a non-equilibrium geometry.

Geometry (Å):
I -2.17107 1.96004 2.18639
N 0.92343 -0.08862 1.46042
N -0.06346 -0.00744 1.98937
C -1.17592 0.04926 2.48393
C 0.79551 -0.95179 -2.29928
C 1.21193 1.18491 -1.10650
C -0.21263 0.92008 -1.33410
C 1.88418 -0.00499 -1.85530
C -0.45964 -0.28063 -1.89157
C -1.86354 -0.91631 3.32569
H 2.43049 0.18027 -2.70240
H -1.91956 -0.58013 4.36043
H -2.85735 -0.86699 2.95542
H -1.47745 -1.83572 3.25736
H 1.32377 2.25472 -1.40439
H -0.79376 1.64476 -0.96187
H 2.66957 -0.38011 -1.08825
H 0.90073 -1.17293 -3.39512
H 1.56150 1.22564 -0.04889
H -1.48787 -0.44119 -2.12526
H 0.78113 -1.89281 -1.80606

Calculated values
2S+1 ... 3
Maximum force ... 5.80 eV Å⁻¹
Net charge ... 0
HOMO level (spin up / spin down) ... -6.54 / -8.65 eV
LUMO (spin up / spin down) ... 0.73 / -1.82 eV
Relative energy (zero: lowest compared OMol25 entry of this formula, charge and spin) ... 101.0 kJ/mol
⟨S²⟩ ... 2.031
Electronic energy ... -18512.453 eV

---

ORCA calculation (ωB97M-V/def2-TZVPD) on a cluster of 2 separate species, C7H11IN2O in total in a non-equilibrium geometry.

Geometry (Å):
I 5.14552 -0.08658 0.20093
O -0.35842 -1.52366 -0.19795
N 2.73724 1.72543 -0.12287
N 1.02930 0.31985 -0.26188
C -1.16629 0.66723 1.53377
C -1.19902 0.56244 -1.26798
C 2.13507 -0.45648 -0.09434
C -0.35084 -0.15927 -0.20883
C 1.44234 1.65384 -0.22978
C -1.58106 -2.13278 0.07262
C 3.16941 0.43225 -0.04710
H -1.43075 -0.07426 2.20335
H 2.13473 -1.54449 -0.06594
H -2.23825 0.69941 -0.84112
H 0.65040 2.37367 -0.39130
H -0.90835 1.54953 -1.47346
H -1.47236 -3.21248 0.10485
H -1.01279 0.09516 -2.19551
H -0.36972 1.16879 1.83664
H -1.99403 -1.42137 0.94060
H -2.30791 -1.98217 -0.73863
H -2.05421 1.34594 1.24396

Calculated values
Maximum force ... 6.08 eV Å⁻¹
Net charge ... 0
HOMO level ... -8.25 eV
LUMO ... 0.60 eV
Relative energy (zero: lowest compared OMol25 entry of this formula, charge and spin) ... 255.5 kJ/mol
Electronic energy ... -20562.312 eV

---

ORCA calculation (ωB97M-V/def2-TZVPD) on the molecule C7H11N in a non-equilibrium geometry.

Geometry (Å):
N 0.63388 0.55729 0.00294
C -0.56596 1.46447 -0.08863
C -2.11584 -0.54047 -0.48409
C -1.57743 0.48774 0.44956
C 2.04286 0.56621 0.01352
C 0.40602 -0.80569 -0.24503
C -1.00947 -0.90134 0.55066
C 1.87603 -1.03352 0.14933
H -1.97741 0.83076 1.52394
H 2.50897 1.15171 0.78103
H -3.15107 -1.11680 -0.70488
H -0.40893 2.26033 0.64442
H 1.89140 -0.99417 1.30295
H -1.56130 -1.61375 1.35925
H 0.10140 -0.96435 -1.33888
H 2.62581 0.94383 -1.07169
H 2.47748 -1.84730 -0.47232
H -0.68163 1.83627 -1.03801
H -1.51479 -0.28123 -1.33406

Calculated values
Maximum force ... 4.75 eV Å⁻¹
Net charge ... 0
HOMO level ... -7.80 eV
LUMO ... 1.16 eV
Relative energy (zero: lowest compared OMol25 entry of this formula, charge and spin) ... 577.7 kJ/mol
Electronic energy ... -8921.741 eV
Structure (SMILES) ... C1[C@@H]2CN3CC[C@H]3[C@H]12

---

ORCA calculation (ωB97M-V/def2-TZVPD) on the molecule C7H11N in a non-equilibrium geometry.

Geometry (Å):
N 2.38394 -0.25087 -0.88774
C 0.22670 -0.74749 0.12847
C 0.60518 1.50260 -0.33694
C -1.08942 0.04668 0.50331
C 2.43644 -0.02419 0.69938
C 1.22849 0.30458 -0.11796
C -0.69582 1.43728 0.16798
C -2.35815 -0.46504 -0.34848
H -2.66085 -1.58452 -0.46751
H 3.15201 0.77067 0.97173
H -1.46782 -0.11762 1.71464
H 1.98265 -1.32444 -1.12018
H 0.20048 -1.70611 -0.68960
H -2.16510 -0.24297 -1.51490
H 1.96563 -0.82738 1.39705
H -1.74661 2.16799 0.15668
H -3.34394 0.15032 -0.13503
H 0.44327 -1.40763 0.98217
H 0.90292 2.31815 -1.10305

Calculated values
Maximum force ... 7.61 eV Å⁻¹
Net charge ... 0
HOMO level ... -8.70 eV
LUMO ... 0.94 eV
Relative energy (zero: lowest compared OMol25 entry of this formula, charge and spin) ... 591.7 kJ/mol
Electronic energy ... -8921.597 eV
Structure (SMILES) ... C[C@@H]1C=C[C@@]2(CN2)C1

---

ORCA calculation (ωB97M-V/def2-TZVPD) on a structure of composition C7H11N in a non-equilibrium geometry.

Geometry (Å):
N 0.02894 0.55496 -1.05391
C 1.87678 0.07932 0.31975
C -0.53266 1.28769 0.03282
C -0.10827 -0.66696 -0.30365
C -1.59648 -0.98180 -0.17379
C -1.97921 0.40248 0.24121
C 1.37007 -1.09219 -0.19523
C 0.87113 1.22845 -0.06242
H -0.72249 2.35346 -0.25379
H 1.82151 -1.36021 -1.13116
H 1.39491 2.17868 -0.46703
H -1.92977 -1.66069 -1.16527
H 2.08027 -0.14117 1.37256
H -2.03343 0.40333 1.39998
H -2.88320 0.64991 -0.26446
H 0.00685 -0.32318 0.74108
H 1.47987 -1.79193 0.70410
H 2.66969 0.47450 -0.30756
H -1.81450 -1.59465 0.56679

Calculated values
Maximum force ... 8.05 eV Å⁻¹
Net charge ... 0
HOMO level ... -9.27 eV
LUMO ... 1.14 eV
Relative energy (zero: lowest compared OMol25 entry of this formula, charge and spin) ... 741.7 kJ/mol
Electronic energy ... -8920.041 eV

---

ORCA calculation (ωB97M-V/def2-TZVPD) on the ion C7H11N2 with charge +1 in a non-equilibrium geometry.

Geometry (Å):
N 0.87850 -2.72743 -0.96319
N 0.38942 -1.97668 1.15471
C 0.99517 -2.85889 0.30051
C 0.39121 -0.40713 -1.23580
C 0.33940 2.11254 -1.00476
C 0.56257 0.81570 -1.68662
C 0.32322 -1.72664 -1.60403
C 0.21353 -0.64934 0.86438
C -1.03398 0.00041 1.35238
H -0.82048 0.65770 2.19771
H -1.49188 0.61724 0.58047
H 1.43913 -3.75662 0.70571
H -1.77225 -0.73780 1.65844
H 1.06212 2.84531 -1.35658
H 1.13220 -0.07420 0.89454
H 0.99394 0.88867 -2.68160
H -0.65207 2.49521 -1.25807
H -0.31097 -2.02328 -2.43679
H 0.40620 2.03109 0.07782
H -0.22749 -2.37711 1.85749

Calculated values
Maximum force ... 1.91 eV Å⁻¹
Net charge ... +1
HOMO level ... -13.88 eV
LUMO ... -5.02 eV
Relative energy (zero: lowest compared OMol25 entry of this formula, charge and spin) ... 353.8 kJ/mol
Electronic energy ... -10408.052 eV